Entry 1:
Entry from OMol25: 2 unconnected molecules or ions with the total composition C2H4NOS in a non-equilibrium geometry (ωB97M-V/def2-TZVPD).

ORCA input file:
```
! wB97M-V def2-TZVPD RIJCOSX def2/J DEFGRID3
* xyz -1 1
C -0.8504 0.5756 0.6404
C -1.3057 -0.2505 -0.2950
N 1.9008 -0.3554 0.0018
O 1.4536 -1.2869 -0.6904
S 3.1302 0.6733 -0.3711
H 0.1614 0.6811 0.8233
H -1.5449 1.1150 1.2186
H -2.3601 -0.2987 -0.5707
H -0.5847 -0.8535 -0.7569
*
```

The orbital gap comes out at 6.9 eV. Its calculated total energy is -16509.6484 eV. The highest occupied orbital energy comes out at -2.58 eV. For the lowest unoccupied orbital energy, the calculation gives 4.29 eV.

Löwdin atomic charge list, values in e, 5 entries: -0.0740, -0.0729, -0.7832, -0.2947, 0.2039

Entry 2:
Entry from OMol25: 2 unconnected molecules or ions with the total composition C2H4NOS2 in a non-equilibrium geometry (ωB97M-V/def2-TZVPD).

ORCA input file:
```
! wB97M-V def2-TZVPD RIJCOSX def2/J DEFGRID3
* xyz -1 1
C -0.6711 1.5314 1.1321
C -0.8833 0.0758 -0.8266
N -0.9486 1.3133 0.0074
O -0.5314 2.0300 2.1993
S 2.2696 -1.3489 -0.5845
S 0.8285 -2.3164 0.5016
H -1.9756 -0.0640 -1.1043
H -0.2621 0.2545 -1.6585
H -0.7807 -0.7955 -0.0966
H 2.9548 -0.6802 0.4301
*
```

The orbital gap comes out at 6.1 eV. Its calculated total energy is -27347.7098 eV. The highest occupied orbital energy comes out at -2.51 eV. For the lowest unoccupied orbital energy, the calculation gives 3.59 eV.

Löwdin atomic charge list, values in e, 5 entries: -0.3809, -0.1608, 0.0625, 0.0841, -0.0879

Entry 3:
Entry from OMol25: a single C2H4NP molecule in a non-equilibrium geometry (ωB97M-V/def2-TZVPD).

ORCA input file:
```
! wB97M-V def2-TZVPD RIJCOSX def2/J DEFGRID3
* xyz 0 1
C -0.8040 0.5717 -0.3099
C -0.0498 -0.5999 -0.1589
N 0.9680 -0.5067 0.9081
P 1.6708 -0.1175 -0.6196
H -1.4952 0.5976 -1.1389
H -0.7076 1.3021 0.3287
H -0.3576 -1.5760 -0.3866
H 0.7754 0.3287 1.3771
*
```

The orbital gap (spin up / spin down) comes out at 7.2 / 7.4 eV. Its calculated total energy is -12914.1056 eV. The highest occupied orbital energy (spin up / spin down) comes out at -7.67 / -7.73 eV. For the lowest unoccupied orbital energy (spin up / spin down), the calculation gives -0.43 / -0.30 eV.

Löwdin atomic charge list, values in e, 5 entries: 0.0092, -0.7081, -0.2928, 0.8709, 0.0621

Entry 4:
Entry from OMol25: a molecular structure, C2H4NP in a non-equilibrium geometry (ωB97M-V/def2-TZVPD).

ORCA input file:
```
! wB97M-V def2-TZVPD RIJCOSX def2/J DEFGRID3
* xyz 0 1
C -0.7355 0.2334 -0.1710
C 0.2145 -0.8235 -0.4078
N -1.6794 0.9715 -0.0293
P 1.5219 0.6608 0.0187
H 0.2308 -1.5722 0.5072
H 0.0562 -1.3958 -1.4345
H -1.3947 1.9018 0.3031
H 1.7862 0.0239 1.2136
*
```

The orbital gap comes out at 8.4 eV. Its calculated total energy is -12914.2693 eV. The highest occupied orbital energy comes out at -7.64 eV. For the lowest unoccupied orbital energy, the calculation gives 0.73 eV.

Löwdin atomic charge list, values in e, 5 entries: -0.4194, -0.4517, 0.1215, 0.6741, 0.1056

Entry 5:
Entry from OMol25: a single C2H4NP molecule in a non-equilibrium geometry (ωB97M-V/def2-TZVPD).

ORCA input file:
```
! wB97M-V def2-TZVPD RIJCOSX def2/J DEFGRID3
* xyz 0 1
C -1.1450 0.0579 0.2971
C 0.2952 0.1443 0.1884
P 1.8872 -0.6239 0.0511
N 1.1780 1.0054 -0.1089
H -1.3284 -0.7708 0.9472
H -1.6407 -0.0027 -0.6400
H -1.2255 1.1483 0.7493
H 1.9792 -0.9584 -1.4843
*
```

The structure (SMILES) is CC1=[PH]=N1. The orbital gap comes out at 10.1 eV. Its calculated total energy is -12915.3217 eV. The highest occupied orbital energy comes out at -9.21 eV. For the lowest unoccupied orbital energy, the calculation gives 0.86 eV.

Löwdin atomic charge list, values in e, 5 entries: -0.0714, -0.7330, 0.7682, -0.1388, 0.0648

Entry 6:
Entry from OMol25: a single C2H4NP molecule in a non-equilibrium geometry (ωB97M-V/def2-TZVPD).

ORCA input file:
```
! wB97M-V def2-TZVPD RIJCOSX def2/J DEFGRID3
* xyz 0 1
N 2.3785 -0.4526 0.1383
C 1.3208 0.0267 0.0485
C -0.0930 0.7185 -0.0672
P -1.4436 -0.5092 0.0714
H -0.0966 1.2855 0.9896
H 0.1374 1.3676 -0.8388
H -0.7540 -1.3504 0.9182
H -1.4496 -1.0861 -1.2601
*
```

The structure (SMILES) is N#CCP. The orbital gap comes out at 10.4 eV. Its calculated total energy is -12915.8722 eV. The highest occupied orbital energy comes out at -9.78 eV. For the lowest unoccupied orbital energy, the calculation gives 0.60 eV.

Löwdin atomic charge list, values in e, 5 entries: 0.0992, -0.3092, -0.4893, 0.7591, 0.1141

Entry 7:
Entry from OMol25: a single C2H4NP molecule in a non-equilibrium geometry (ωB97M-V/def2-TZVPD).

ORCA input file:
```
! wB97M-V def2-TZVPD RIJCOSX def2/J DEFGRID3
* xyz 0 1
P 1.9132 -0.2140 -0.0591
C -0.1855 -0.3739 0.2012
C -1.6541 -0.2808 -0.4308
N -1.2964 0.6881 0.2499
H 1.8002 0.8072 1.0593
H 2.0077 0.8809 -1.0520
H -0.0740 -1.0481 1.1182
H -2.5111 -0.4595 -1.0867
*
```

The structure (SMILES) is P[C@@H]1C=N1. The orbital gap comes out at 10.4 eV. Its calculated total energy is -12913.2963 eV. The highest occupied orbital energy comes out at -9.59 eV. For the lowest unoccupied orbital energy, the calculation gives 0.85 eV.

Löwdin atomic charge list, values in e, 5 entries: 0.6924, -0.4605, -0.1366, 0.0255, -0.0991

Entry 8:
Entry from OMol25: 2 unconnected molecules or ions with the total composition C2H4NP in a non-equilibrium geometry (ωB97M-V/def2-TZVPD).

ORCA input file:
```
! wB97M-V def2-TZVPD RIJCOSX def2/J DEFGRID3
* xyz 0 1
C -0.2994 0.4538 0.2011
C 0.9913 0.2506 -0.3648
N -0.8137 0.8508 1.3045
P -2.0633 0.2355 0.2364
H 1.1425 -0.3303 -1.2568
H 1.6587 -0.4285 0.2402
H 1.6486 1.1825 -0.4729
H -2.2649 -2.2144 0.1122
*
```

The orbital gap (spin up / spin down) comes out at 7.5 / 8.1 eV. Its calculated total energy is -12912.8039 eV. The highest occupied orbital energy (spin up / spin down) comes out at -8.03 / -8.63 eV. For the lowest unoccupied orbital energy (spin up / spin down), the calculation gives -0.51 / -0.52 eV.

Löwdin atomic charge list, values in e, 5 entries: -0.7069, -0.1035, -0.1579, 0.7835, 0.0630

Entry 9:
Entry from OMol25: 2 unconnected molecules or ions with the total composition C2H4NP in a non-equilibrium geometry (ωB97M-V/def2-TZVPD).

ORCA input file:
```
! wB97M-V def2-TZVPD RIJCOSX def2/J DEFGRID3
* xyz 0 1
C -1.1224 -0.3619 -0.1802
C -2.4062 -0.3110 0.4213
N -2.1194 -1.4464 -0.1082
P 1.9580 -0.9637 0.1164
H -0.8332 0.1042 -1.1020
H -3.1554 0.0830 1.0631
H 2.0385 0.1829 0.9196
H 1.8436 -0.1166 -0.9999
*
```

The orbital gap (spin up / spin down) comes out at 8.7 / 7.6 eV. Its calculated total energy is -12911.7158 eV. The highest occupied orbital energy (spin up / spin down) comes out at -8.54 / -8.43 eV. For the lowest unoccupied orbital energy (spin up / spin down), the calculation gives 0.14 / -0.81 eV.

Löwdin atomic charge list, values in e, 5 entries: -0.1556, -0.1293, 0.1019, 0.5649, 0.0377

Entry 10:
Entry from OMol25: a molecular structure, C2H4NPS in a non-equilibrium geometry (ωB97M-V/def2-TZVPD).

ORCA input file:
```
! wB97M-V def2-TZVPD RIJCOSX def2/J DEFGRID3
* xyz 0 1
C -0.4471 -0.6894 0.1103
C -1.2391 0.5433 -0.2292
N 0.5741 0.3779 0.2385
P 1.9479 1.0634 -0.1016
S 3.0770 -0.5063 0.0576
H -0.7357 -1.0907 1.0415
H -0.2970 -1.5024 -0.5879
H -1.0865 0.9273 -1.2404
H -1.7936 0.8770 0.7112
*
```

The orbital gap comes out at 8.2 eV. Its calculated total energy is -23750.2240 eV. The highest occupied orbital energy comes out at -8.42 eV. For the lowest unoccupied orbital energy, the calculation gives -0.23 eV.

Löwdin atomic charge list, values in e, 5 entries: -0.2792, 0.0584, -0.4677, 0.3007, 0.0113